[1]
The following is a quantum chemistry calculation of a cluster of 3 separate species, C5H15NO2 in total in a non-equilibrium geometry, from the Open Molecules 2025 dataset.

```
23
Properties=species:S:1:pos:R:3:forces:R:3
C -2.13456 -0.58422 -2.06920 0.312 0.007 0.645
C -1.11958 -0.89675 -0.93604 -0.180 0.157 0.658
C -0.70076 0.45708 -0.32024 -1.911 -2.366 -1.335
C 0.50068 0.92513 -1.04651 0.551 1.284 0.260
C -1.47646 1.17695 0.49794 1.419 1.038 1.615
N -0.99537 2.42436 0.97306 0.878 0.574 -0.261
H -2.04036 0.46558 -2.35632 0.286 -0.239 -0.492
H -2.09463 -1.27329 -2.92492 -0.177 0.290 0.303
H -3.09299 -0.59866 -1.54926 -0.287 -0.289 -0.460
H -1.58733 -1.62150 -0.26967 -0.196 0.299 0.435
H -0.20938 -1.42792 -1.21584 -0.004 0.198 -0.537
H 0.72787 0.54046 -2.03718 -0.687 -0.615 -0.054
H 1.34351 0.61575 -0.41793 0.299 0.709 -0.180
H 0.41442 2.00020 -1.23557 0.681 0.135 0.410
H -2.19492 0.90372 1.27574 -0.482 -1.029 -1.184
H -0.20673 2.78865 0.45701 -0.104 0.103 -0.004
H -1.62781 3.17528 1.19505 -0.366 -0.289 -0.019
O 1.66528 0.75919 1.95763 -0.540 -0.129 0.012
H 0.74604 1.00554 1.70970 0.685 -0.319 0.425
H 1.61674 -0.12357 2.35873 -0.170 0.468 -0.240
O 3.04571 -3.63036 0.48842 -0.424 -0.257 -0.256
H 3.76503 -3.02615 0.27821 -0.031 -0.113 0.561
H 3.00175 -3.83087 1.43204 0.447 0.382 -0.301
```
Positions in Å, forces in eV/Å.

These are the natural (NBO) partial charges, in e, on atoms 1 to 8: C -0.61; C -0.41; C -0.06; C -0.68; C -0.06; N -0.85; H 0.21; H 0.21

---

[2]
The following is a quantum chemistry calculation of a cluster of 2 separate species, C3H11O in total in a non-equilibrium geometry, from the Open Molecules 2025 dataset.

net charge	+1

```
15
Properties=species:S:1:pos:R:3:forces:R:3
O -2.78297 -1.52112 0.29339 -1.016 1.505 0.597
H -1.90211 -1.07320 0.08756 0.349 -0.889 -0.324
H -3.16331 -2.31782 -0.09896 0.901 -0.797 -0.570
H -3.49448 -0.85507 0.21788 0.055 0.275 0.321
C -0.02579 -0.21423 -0.08017 -1.105 0.588 0.334
C 1.45032 0.10485 0.11116 0.166 -0.059 -0.289
C 1.82498 1.52806 -0.28207 -0.754 0.253 1.219
H -0.57496 0.45966 0.60470 0.035 -0.277 0.094
H -0.18120 -1.25948 0.22123 -0.093 -0.126 -0.103
H -0.47679 0.01542 -1.05528 0.592 -0.311 -0.251
H 2.08888 -0.63768 -0.36734 -0.132 -0.044 -0.072
H 1.60342 0.04078 1.19340 0.296 -0.245 -0.185
H 2.89457 1.65375 -0.13009 -0.027 0.268 -0.443
H 1.41819 1.95316 -1.19966 0.470 -0.570 -0.395
H 1.32124 2.12293 0.48425 0.261 0.430 0.067
```
Positions in Å, forces in eV/Å.

These are the natural (NBO) partial charges, in e, on atoms 1 to 8: O -0.79; H 0.60; H 0.58; H 0.57; C -0.67; C -0.38; C -0.61; H 0.21

---

The evaluated relative energy (zero: lowest compared OMol25 entry of this formula, charge and spin) for the records listed, in turn: 183.9 38.6 kJ/mol.
The evaluated LUMO level for the records listed, in turn: 0.025 -0.181 Ha.
The evaluated total energy for the records listed, in turn: -404.68503 -195.80161 Ha.